# C7H19N3O3OsS

C7H19N3O3OsS as an isolated structure (wB97M-V/def2-TZVPD, the OMol25 dataset).

Last column: Mulliken charge in e.
CARTESIAN COORDINATES (ANGSTROEM)
Os (0.060, -0.121, -0.066)  1.47
C (-2.031, 1.422, -1.791)  -0.68
O (-0.657, 1.302, -1.157)  -0.41
C (0.120, 2.641, -1.144)  -0.50
C (1.563, 2.327, -0.846)  -0.39
O (1.565, 1.236, 0.141)  -0.30
C (2.228, 1.245, 1.454)  -0.37
C (1.168, 0.936, 2.475)  -0.50
O (0.242, -0.147, 1.868)  -0.43
C (-0.633, -0.799, 2.922)  -0.66
H (-1.982, 2.258, -2.484)  0.37
H (-2.749, 1.616, -0.997)  0.34
H (-2.197, 0.500, -2.342)  0.35
H (-0.386, 3.238, -0.387)  0.35
H (-0.003, 3.074, -2.136)  0.56
H (2.069, 3.204, -0.438)  0.45
H (2.111, 1.960, -1.713)  0.30
H (2.673, 2.223, 1.644)  0.46
H (3.012, 0.490, 1.415)  0.30
H (0.497, 1.759, 2.717)  0.34
H (1.597, 0.496, 3.375)  0.56
H (-0.016, -0.894, 3.813)  0.36
H (-0.883, -1.789, 2.553)  0.33
H (-1.492, -0.154, 3.088)  0.34
N (-1.555, -1.570, -0.284)  -0.46
N (-1.199, -2.728, -1.041)  -0.29
C (0.051, -2.908, -1.446)  0.90
N (0.475, -3.954, -2.077)  -0.30
S (1.235, -1.580, -1.120)  -0.13
H (-1.897, -1.900, 0.625)  0.38
H (-2.376, -1.165, -0.746)  0.41
H (-1.930, -3.427, -1.177)  0.28
H (-0.122, -4.752, -2.306)  0.28
H (1.442, -4.042, -2.390)  0.27

Values from the calculation:
- LUMO level (eV) = -16.991
- HOMO (eV) = -25.266
- max |F| (hartree/bohr) = 0.006
- ΔE to the lowest compared entry with this formula, charge and spin (kcal/mol) = 0.5
- charge = +4